Record 1
24
Properties=species:S:1:pos:R:3:forces:R:3 method="wB97M-V/def2-TZVPD" e_tot_ev=-40755.617 multiplicity=2 homo_ev="-15.890 / -15.890" gap_ev="3.287 / 2.891" charge=+2
In 2.732 -1.897 0.976 -0.33 -0.38 -0.14
C 0.485 2.804 1.469 -2.09 -6.31 -0.37
C 1.260 1.601 1.153 1.27 -2.36 -1.06
C 2.896 1.856 1.085 -0.08 -3.00 1.61
O 3.528 0.822 1.369 -0.96 3.07 -1.21
C 3.474 3.239 1.004 -1.37 -3.29 0.22
C 2.574 4.258 1.220 3.57 5.32 -0.19
C 1.053 3.994 1.467 0.54 6.73 0.34
O 0.293 4.974 1.642 1.52 -1.06 -0.30
O 3.151 5.440 1.221 -3.07 -3.55 0.20
O 0.865 0.421 0.982 0.78 4.19 0.79
H -0.565 2.691 1.694 -0.24 0.06 0.13
H 4.547 3.321 0.918 0.10 0.52 -0.14
C -2.654 -4.057 -2.071 0.70 -0.85 0.41
C -3.166 -2.663 -2.236 -0.15 0.33 1.78
O -2.030 -1.912 -1.800 2.81 1.94 0.42
S -1.442 -2.521 -0.378 -3.28 -0.63 -0.79
O -2.429 -2.146 0.652 2.92 -0.62 -1.73
O 0.002 -2.297 -0.177 -2.57 -0.26 -0.61
O -1.744 -4.026 -0.902 0.48 0.99 1.94
H -1.873 -4.405 -2.747 -1.02 0.12 -1.06
H -3.468 -4.761 -1.897 0.38 -0.19 0.09
H -3.863 -2.349 -1.459 -0.85 -0.89 -0.14
H -3.624 -2.384 -3.185 0.93 0.12 -0.20

Record 2
35
Properties=species:S:1:pos:R:3:forces:R:3 method="wB97M-V/def2-TZVPD" e_tot_ev=-116968.742 multiplicity=2 homo_ev="1.933 / -1.311" gap_ev="4.766 / 7.864" charge=-3
Be 0.046 -0.251 0.247 0.30 -1.30 0.79
N -1.902 1.024 0.802 -0.80 1.35 -4.16
S -2.871 1.005 1.959 -0.89 -2.39 10.01
O -3.851 -0.061 2.077 0.59 1.35 -0.90
O -3.193 2.265 2.669 0.10 -1.74 -1.87
F -1.685 0.433 2.931 -0.56 0.16 0.25
S -2.929 1.957 -0.102 0.33 1.74 -6.44
O -2.738 3.372 0.123 -0.77 -1.18 0.30
O -4.251 1.436 -0.538 2.65 0.91 1.85
F -2.088 1.794 -1.489 -0.44 -0.20 1.03
N 0.145 -1.125 -1.937 2.61 -0.12 -0.63
S 1.341 -1.423 -3.049 6.50 0.04 1.63
O 1.985 -0.294 -3.737 -1.66 -1.75 0.77
O 1.406 -2.734 -3.653 -0.32 0.70 0.16
F 2.396 -1.618 -1.799 -0.04 -0.06 -0.56
S -0.833 -0.954 -3.114 -7.26 -0.58 -2.98
O -1.290 -2.143 -3.879 1.57 1.62 0.63
O -0.839 0.303 -3.822 0.29 -0.61 0.34
F -2.052 -0.899 -2.156 -1.75 0.87 1.08
N 1.751 1.472 0.317 -0.41 1.19 -5.39
S 2.193 2.454 -1.071 -1.06 -1.05 -4.79
O 3.288 2.051 -1.935 -0.65 -0.22 2.16
O 2.028 3.874 -0.940 -0.07 -0.49 1.06
F 0.965 2.028 -1.999 0.12 -0.01 1.13
S 2.598 2.299 1.257 3.58 1.08 9.06
O 1.964 3.385 2.031 0.95 -1.50 -2.11
O 4.057 2.391 1.056 -2.19 0.65 -1.02
F 2.645 1.130 2.391 -0.41 0.23 -0.01
C 0.309 -3.901 2.776 0.60 -0.35 1.08
C 0.198 -2.575 2.109 -0.07 3.89 -3.42
O 1.213 -1.820 1.747 -1.19 -1.61 0.77
O -0.954 -2.177 1.774 0.43 -0.84 0.47
H -0.082 -4.734 2.193 -0.07 0.31 -0.27
H -0.297 -3.827 3.679 -0.09 -0.15 0.09
H 1.328 -4.137 3.082 0.09 0.06 -0.10

Record 3
44
Properties=species:S:1:pos:R:3:forces:R:3 method="wB97M-V/def2-TZVPD" e_tot_ev=-21536.686 homo_ev=-0.786 gap_ev=3.282 charge=-1
C -0.060 -3.044 -3.178 0.21 0.51 -0.54
C 1.050 -2.273 -3.933 -0.30 -0.27 0.17
C 2.180 -3.184 -4.322 -0.39 0.63 -0.02
N 3.004 -3.810 -3.245 0.70 -0.53 -0.32
H 0.247 -4.058 -2.893 -0.07 -0.22 0.26
H -0.965 -3.150 -3.786 -0.19 -0.18 -0.03
H -0.367 -2.506 -2.278 -0.05 -0.08 0.24
H 1.440 -1.509 -3.249 0.21 0.22 0.03
H 2.868 -2.622 -4.955 0.27 -0.07 -0.08
H 1.802 -4.009 -4.928 0.02 -0.21 -0.14
H 2.476 -4.517 -2.753 -0.14 0.19 0.21
H 3.293 -3.096 -2.590 -0.25 0.05 0.17
C -2.449 2.212 -0.582 0.02 0.00 -0.06
O -1.405 2.943 -1.190 -0.03 -0.03 0.07
C -0.114 2.453 -0.845 0.03 0.18 -0.07
C 0.463 1.553 -1.915 0.08 -0.30 0.03
O -0.273 0.357 -2.038 -0.26 0.17 0.15
C -1.115 0.313 -3.181 0.04 0.04 -0.10
H -3.385 2.533 -1.038 0.01 0.04 0.01
H -2.331 1.137 -0.740 0.00 0.00 0.02
H -2.491 2.419 0.496 0.00 -0.05 0.01
H -0.156 1.916 0.108 0.00 0.00 0.02
H 0.538 3.323 -0.710 -0.01 -0.02 -0.01
H 1.484 1.278 -1.625 0.03 0.06 -0.03
H 0.517 2.080 -2.873 -0.02 0.03 0.00
H -0.519 0.206 -4.091 0.02 -0.11 0.03
H -1.750 1.205 -3.241 0.00 0.02 0.05
H -1.743 -0.570 -3.086 0.07 -0.05 0.01
C -0.026 0.166 2.415 -0.03 0.05 -0.06
O -0.049 1.461 3.000 0.03 -0.09 0.07
C -1.154 1.675 3.858 0.11 0.15 -0.14
C -0.763 1.562 5.315 -0.11 -0.14 0.09
O -0.373 0.242 5.660 0.05 0.04 -0.02
C 1.030 0.063 5.706 -0.03 -0.02 -0.01
H 0.939 0.040 1.930 -0.01 0.05 -0.03
H -0.152 -0.617 3.167 -0.02 0.00 0.01
H -0.812 0.074 1.658 0.00 -0.07 0.01
H -1.962 0.974 3.629 -0.01 -0.03 0.02
H -1.524 2.689 3.671 -0.03 -0.01 0.02
H -1.626 1.821 5.938 0.01 0.01 -0.02
H 0.041 2.269 5.541 0.03 0.02 -0.01
H 1.456 0.568 6.581 0.03 0.02 -0.03
H 1.514 0.439 4.802 0.01 0.02 0.01
H 1.222 -1.005 5.790 -0.04 0.00 0.03

Record 4
31
Properties=species:S:1:pos:R:3:forces:R:3 method="wB97M-V/def2-TZVPD" e_tot_ev=-43654.772 multiplicity=4 homo_ev="-17.812 / -17.994" gap_ev="2.865 / 2.801" charge=+3 relative_energy_kcal_mol=0.00
Ti 8.330 0.919 12.945 1.89 1.75 0.09
Be 10.726 -1.585 11.681 1.45 3.58 -0.43
Be 9.456 1.110 9.139 2.23 1.29 0.27
C 10.857 0.859 11.649 -2.93 -2.07 -3.41
O 10.644 0.210 12.752 -0.91 -1.75 0.98
O 10.104 1.856 11.367 -0.01 -0.47 0.22
O 11.267 0.091 10.638 -0.38 -0.80 1.73
C 9.852 5.088 13.034 0.09 0.45 0.25
O 9.449 3.717 13.288 -0.53 -1.22 -0.06
H 10.479 5.436 13.853 0.00 -0.14 0.02
H 10.427 5.123 12.111 -0.08 0.11 -0.02
H 8.986 5.741 12.975 -0.11 -0.17 -0.09
H 9.884 3.181 12.623 0.37 0.43 -0.03
C 10.882 4.030 9.099 -0.31 1.30 -0.13
O 11.110 2.743 8.484 -1.05 -0.51 0.95
H 11.818 4.523 9.365 0.11 -0.38 0.10
H 10.373 4.716 8.418 0.00 -0.25 -0.18
H 10.241 3.964 9.973 0.12 -0.45 0.09
H 11.646 2.958 7.708 -0.13 -0.71 -0.39
C 11.769 1.264 15.955 1.11 -0.96 -0.33
O 12.670 0.681 14.988 0.02 0.13 0.32
H 11.097 0.467 16.292 -0.64 0.35 -0.22
H 12.361 1.464 16.844 0.07 0.49 -0.16
H 11.350 2.156 15.492 -0.49 0.08 0.54
H 12.165 0.505 14.196 -0.04 -0.06 -0.07
C 14.819 1.256 10.028 0.01 1.32 2.40
O 14.158 0.089 9.764 -2.66 -1.59 -0.16
H 15.711 1.343 9.417 0.03 -0.06 0.17
H 14.188 2.171 9.975 0.09 -0.27 -0.55
H 15.008 1.224 11.145 0.79 0.35 -0.89
H 13.278 0.052 10.250 1.88 0.27 -1.03

Record 5
50
Properties=species:S:1:pos:R:3:forces:R:3 method="wB97M-V/def2-TZVPD" e_tot_ev=-177139.551 multiplicity=2 homo_ev="-4.738 / -4.706" gap_ev="6.823 / 6.791" charge=-1 relative_energy_kcal_mol=32.46
Ir -2.684 0.048 0.321 -0.84 0.17 -0.48
O 2.702 -3.255 -0.956 -0.04 -0.03 0.04
C 2.315 -2.843 0.354 0.05 0.02 -0.17
C 0.797 -2.622 0.428 0.03 0.19 0.03
C 0.574 -2.216 1.902 -0.07 -0.02 -0.03
O -0.732 -1.928 2.308 0.04 -0.20 0.04
C 0.429 -1.493 -0.538 -0.10 0.06 -0.12
Se -1.491 -1.447 -1.055 0.53 -0.06 0.30
C 0.089 -3.893 -0.028 0.10 0.00 -0.11
Se -1.833 -3.625 -0.217 -0.20 -0.39 0.01
H 3.593 -3.610 -0.911 0.02 0.03 -0.01
H 2.821 -1.906 0.613 0.00 0.00 0.02
H 2.598 -3.601 1.092 0.00 -0.03 0.00
H 1.229 -1.353 2.086 0.02 -0.01 0.06
H 0.925 -3.042 2.533 -0.02 0.00 0.01
H -0.956 -1.026 2.028 0.01 0.01 -0.03
H 0.997 -1.592 -1.463 -0.08 -0.04 -0.02
H 0.624 -0.519 -0.099 0.03 0.00 0.01
H 0.278 -4.740 0.636 -0.16 0.08 0.12
H 0.463 -4.160 -1.014 0.08 -0.05 0.04
C 4.698 2.211 -2.238 -0.02 0.00 0.01
C 3.400 2.199 -1.474 0.01 0.00 -0.03
C 2.238 2.732 -2.018 0.01 0.01 -0.01
C 1.037 2.694 -1.320 0.01 -0.03 -0.02
C 0.991 2.126 -0.059 -0.04 -0.01 -0.13
C 2.147 1.599 0.506 0.01 0.07 0.05
C 3.337 1.636 -0.200 0.00 -0.01 0.04
S -0.547 2.059 0.843 0.17 -0.13 0.31
O -0.563 3.224 1.694 0.01 0.08 -0.10
O -0.485 0.757 1.518 0.46 0.30 0.16
N -1.701 1.966 -0.207 -0.05 0.24 -0.20
C -2.690 3.050 -0.235 0.18 -0.18 0.09
C -3.931 2.697 0.579 -0.39 0.06 0.07
O -4.777 3.557 0.785 0.13 -0.01 -0.08
O -4.030 1.474 0.988 0.18 0.06 0.50
H 4.566 2.638 -3.232 0.00 0.00 0.01
H 5.090 1.198 -2.357 0.00 0.01 0.00
H 5.459 2.797 -1.718 -0.01 0.00 0.00
H 2.267 3.173 -3.008 -0.01 -0.02 0.01
H 0.126 3.079 -1.763 0.00 -0.02 0.01
H 2.100 1.157 1.494 -0.01 -0.02 -0.02
H 4.234 1.214 0.241 -0.02 0.00 0.00
H -3.004 3.226 -1.265 0.00 -0.01 -0.01
H -2.287 3.977 0.170 0.00 0.04 -0.03
C -5.256 -1.179 1.118 -0.06 0.10 0.04
C -4.260 -1.105 -0.026 0.00 -0.27 -0.51
O -4.451 -1.776 -1.033 -0.01 0.03 0.11
H -6.059 -1.872 0.865 0.03 -0.01 -0.01
H -5.639 -0.176 1.306 -0.01 -0.03 0.04
H -4.747 -1.509 2.028 0.00 0.02 -0.02

Record 6
12
Properties=species:S:1:pos:R:3:forces:R:3 method="wB97M-V/def2-TZVPD" e_tot_ev=-7307.998 smiles=CO.O.O homo_ev=-10.694 gap_ev=11.222 relative_energy_kcal_mol=23.57
C -0.663 1.081 1.137 -3.32 0.55 1.04
O -0.198 -0.206 0.881 3.19 -0.39 0.91
H -0.764 1.279 2.235 0.41 -0.06 -0.71
H -0.223 1.993 0.663 0.05 -1.14 -0.08
H -1.761 0.914 0.826 1.48 1.16 0.19
H 0.722 -0.345 1.255 -1.62 0.31 -0.47
H 1.470 -0.565 -0.604 -2.98 0.17 1.12
H 2.038 -0.228 -2.037 0.38 -1.34 3.11
O 2.235 -0.633 -1.096 2.60 1.12 -4.39
H -1.136 -1.397 -0.373 0.28 0.20 -0.39
H -0.921 -0.497 -1.606 -0.08 -0.12 0.19
O -0.797 -1.395 -1.280 -0.40 -0.45 -0.53